1.
C46H32CrN3O10S2 as an isolated structure, computed with ωB97M-V/def2-TZVPD.

Structure (ORCA input):
```
! wB97M-V def2-TZVPD RIJCOSX def2/J DEFGRID3
* xyz -1 5
Cr -0.382 2.732 -1.579
O -3.941 0.863 -1.040
C -2.869 1.454 -1.007
O -1.940 1.455 -1.894
C -2.503 2.262 0.244
C -3.274 2.457 1.371
C -2.745 3.235 2.398
C -1.487 3.812 2.268
C -0.782 3.581 1.102
N -1.297 2.807 0.157
C 0.564 4.190 0.688
O 1.131 4.945 1.461
O 0.938 3.804 -0.484
H -4.261 2.017 1.418
H -3.324 3.403 3.299
H -1.046 4.438 3.032
C -5.215 -4.687 -3.777
C -4.052 -3.893 -3.236
C -3.038 -4.517 -2.507
C -1.965 -3.792 -2.015
C -1.911 -2.428 -2.256
C -2.891 -1.781 -2.992
C -3.963 -2.524 -3.472
S -0.520 -1.489 -1.634
O 0.686 -2.359 -1.748
C -1.022 -1.414 0.113
C -2.358 -1.003 0.366
C -2.798 -0.829 1.638
C -1.928 -1.039 2.737
C -2.358 -0.824 4.072
C -1.501 -0.992 5.118
C -0.164 -1.383 4.877
C 0.275 -1.606 3.604
C -0.596 -1.445 2.492
C -0.138 -1.622 1.140
C 1.297 -2.018 0.927
C 1.721 -3.355 1.207
C 0.818 -4.362 1.643
C 1.250 -5.634 1.884
C 2.610 -5.976 1.701
C 3.496 -5.036 1.266
C 3.076 -3.708 1.000
C 3.982 -2.736 0.499
C 3.555 -1.478 0.213
C 2.213 -1.129 0.456
S 1.683 0.515 -0.062
O 2.512 0.817 -1.273
C 2.374 1.452 1.292
C 1.668 1.557 2.478
C 2.183 2.339 3.501
C 3.368 3.047 3.331
C 3.868 3.993 4.391
C 4.047 2.932 2.120
C 3.556 2.143 1.094
H -5.260 -5.678 -3.326
H -5.129 -4.815 -4.858
H -6.160 -4.178 -3.582
H -3.095 -5.584 -2.322
H -1.165 -4.272 -1.460
H -2.832 -0.708 -3.160
H -4.743 -2.025 -4.037
H -3.037 -0.833 -0.462
H -3.823 -0.525 1.822
H -3.384 -0.513 4.241
H -1.839 -0.822 6.133
H 0.522 -1.492 5.708
H 1.307 -1.883 3.431
H -0.228 -4.112 1.777
H 0.546 -6.389 2.212
H 2.942 -6.988 1.899
H 4.537 -5.293 1.106
H 5.017 -3.016 0.332
H 4.222 -0.733 -0.207
H 0.713 1.056 2.598
H 1.632 2.427 4.432
H 3.304 3.885 5.317
H 3.752 5.024 4.046
H 4.925 3.831 4.609
H 4.955 3.504 1.963
H 4.051 2.087 0.132
O 0.599 4.918 -6.914
C 1.277 3.801 -6.771
O 1.978 3.335 -7.645
C 1.166 3.121 -5.452
C 1.879 1.993 -5.100
N 1.532 1.676 -3.848
N 0.642 2.545 -3.359
C 0.404 3.431 -4.308
C -0.578 4.541 -3.967
O -0.784 5.393 -4.858
O -1.070 4.486 -2.817
H 0.071 5.160 -6.068
H 2.592 1.421 -5.671
H 1.962 1.033 -3.189
*
```

The LUMO energy (alpha / beta) is 1.92 / 1.91 eV. The HOMO-LUMO gap (alpha / beta) is 6.80 / 8.49 eV. The calculation puts the HOMO energy (alpha / beta) at -4.88 / -6.58 eV.

Atomic partial charges in e from the Mulliken method, atoms 1 to 5: 0.35 -0.77 0.62 0.10 0.23


2.
C46H34Cl4N2O3P2S4Se2W as an isolated structure, computed with ωB97M-V/def2-TZVPD.

Structure (ORCA input):
```
! wB97M-V def2-TZVPD RIJCOSX def2/J DEFGRID3
* xyz -2 1
W 0.093 -0.189 0.179
C -0.434 -2.719 3.988
C -0.128 -1.513 3.139
N -0.259 -1.652 1.777
N -0.893 -2.835 1.482
C -0.730 -3.357 0.322
S 0.304 -2.716 -0.917
S -1.458 -4.940 0.087
C -0.309 -5.909 1.184
C 1.043 -5.979 0.574
C 1.354 -7.006 -0.311
C 2.588 -7.056 -0.931
C 3.527 -6.066 -0.687
C 3.224 -5.031 0.181
C 1.993 -4.989 0.810
C 0.213 -0.286 3.752
C 0.105 -0.090 5.150
C 0.418 1.106 5.745
C 0.894 2.169 4.992
C 1.025 2.021 3.620
C 0.652 0.844 2.990
O 0.679 0.754 1.652
H -0.047 -3.616 3.503
H -1.515 -2.839 4.100
H 0.024 -2.635 4.970
H -0.776 -6.887 1.263
H -0.321 -5.397 2.144
H 0.609 -7.763 -0.519
H 2.816 -7.862 -1.617
H 4.487 -6.091 -1.187
H 3.943 -4.244 0.359
H 1.767 -4.170 1.476
H -0.272 -0.887 5.775
H 0.288 1.214 6.813
H 1.143 3.112 5.456
H 1.389 2.836 3.007
Se -1.826 -0.227 -1.256
P 1.282 -0.392 -2.500
Se 3.407 -0.593 -2.409
C 0.705 -1.667 -3.701
C -0.541 -1.511 -4.296
C -1.047 -2.523 -5.092
C -0.319 -3.683 -5.298
C 0.929 -3.827 -4.715
C 1.439 -2.825 -3.914
C 1.008 1.064 -3.612
C 1.890 1.248 -4.671
C 1.648 2.224 -5.617
C 0.522 3.024 -5.519
C -0.341 2.862 -4.449
C -0.098 1.893 -3.492
H -1.145 -0.638 -4.092
H -2.027 -2.411 -5.529
H -0.731 -4.484 -5.900
H 1.500 -4.733 -4.866
H 2.397 -2.947 -3.427
H 2.774 0.627 -4.743
H 2.336 2.350 -6.443
H 0.311 3.764 -6.282
H -1.222 3.481 -4.359
H -0.785 1.788 -2.666
Cl 5.472 3.777 -0.286
C 4.425 2.444 -0.030
C 4.893 1.327 0.645
Cl 6.504 1.287 1.229
C 4.070 0.220 0.829
Cl 4.649 -1.189 1.610
C 2.775 0.220 0.323
O 1.961 -0.816 0.334
C 2.274 1.401 -0.308
O 1.025 1.315 -0.745
C 3.115 2.489 -0.505
Cl 2.525 3.872 -1.326
S -0.149 3.351 0.802
P -1.894 2.556 1.267
S -2.162 0.634 1.812
C -2.579 3.516 2.676
C -2.613 4.900 2.575
C -3.094 5.658 3.627
C -3.543 5.037 4.781
C -3.500 3.656 4.886
C -3.014 2.897 3.836
C -3.055 2.995 -0.086
C -2.662 3.941 -1.020
C -3.524 4.312 -2.035
C -4.777 3.730 -2.119
C -5.164 2.778 -1.190
C -4.307 2.404 -0.171
H -2.254 5.375 1.674
H -3.118 6.738 3.549
H -3.927 5.633 5.601
H -3.847 3.170 5.787
H -2.975 1.820 3.900
H -1.670 4.368 -0.959
H -3.207 5.045 -2.765
H -5.443 4.003 -2.929
H -6.136 2.311 -1.274
H -4.579 1.636 0.535
*
```

The LUMO energy (alpha / beta) is 3.46 / 3.55 eV. The HOMO-LUMO gap (alpha / beta) is 4.62 / 4.86 eV. The calculation puts the HOMO energy (alpha / beta) at -1.16 / -1.31 eV.

Atomic partial charges in e from the Mulliken method, atoms 1 to 5: -1.28 -1.57 1.04 1.56 -1.27


Taking the records one at a time from the top gives max |F| values of 0.58 5.57 eV/A.
Taking the records one at a time from the top gives E values of -123266.2678 -301907.8828 eV.